Entry 1:
63
Properties=species:S:1:pos:R:3 method="wB97M-V/def2-TZVPD" s2=6.013 e_above_lowest_ev=0.000 e_homo_ev="-10.132 / -10.776" spin_multiplicity=5 total_charge=+1 gap_ev="7.10 / 7.07"
Ru -11.83599 12.40694 8.47764
C -11.42115 6.48650 7.57929
C -12.26588 7.03097 8.71415
N -12.95000 8.26624 8.31299
C -12.29078 9.44173 8.18183
S -13.32310 10.83601 7.70508
N -10.99753 9.44419 8.42565
N -10.46926 10.67004 8.27683
C -9.19528 10.87931 8.23024
C -8.19670 9.78647 8.36991
C -8.83546 12.22538 7.84793
C -7.49129 12.52486 7.45085
C -7.18430 13.79719 6.97541
C -8.18994 14.72994 6.97276
C -9.45215 14.39619 7.44310
N -9.78585 13.17935 7.86990
H -11.02164 5.47602 7.74633
H -10.61951 7.14826 7.36049
H -12.04262 6.42817 6.67942
H -11.64487 7.29431 9.60884
H -13.09666 6.35445 8.93506
H -13.89401 8.20472 7.97358
H -8.68027 9.04732 9.06034
H -7.22591 10.14022 8.68527
H -8.03248 9.26070 7.46208
H -6.74163 11.75272 7.52981
H -6.17784 14.07728 6.66995
H -7.91031 15.68716 6.58863
H -10.21067 15.16797 7.41135
C -16.24398 12.53045 12.94286
Si -14.54783 12.93776 13.74940
C -14.25943 14.76492 13.58120
C -14.42769 12.40549 15.51969
C -13.10631 12.16114 12.74988
C -12.12421 11.43429 13.43027
C -11.01442 10.95545 12.75510
C -10.85331 11.32768 11.42662
N -11.78825 11.99539 10.75585
C -12.86811 12.40843 11.41957
S -14.10854 13.28694 10.51930
H -17.04273 12.36920 13.63218
H -16.26171 11.67035 12.26990
H -16.53567 13.37223 12.35760
H -14.97242 15.27825 14.18075
H -14.45779 15.09878 12.57209
H -13.30909 15.16897 13.93273
H -15.14225 12.96251 16.11845
H -13.44327 12.69691 15.93821
H -14.48237 11.33735 15.73064
H -12.21827 11.22373 14.48882
H -10.24141 10.38289 13.18602
H -9.98048 11.04721 10.91163
C -11.89500 16.70937 8.60067
C -11.42325 16.28380 9.82963
C -12.01328 15.13272 10.33184
C -13.14731 14.55934 9.76362
C -13.64814 15.08150 8.55825
C -12.99934 16.12444 7.96312
H -11.44822 17.53966 8.06692
H -10.59574 16.80081 10.30013
H -11.65797 14.67374 11.22483
H -14.55088 14.61559 8.11465
H -13.29531 16.57244 7.02744

Entry 2:
19
Properties=species:S:1:pos:R:3 method="wB97M-V/def2-TZVPD" s2=2.016 e_homo_ev="-10.255 / -14.414" spin_multiplicity=3 total_charge=+1 gap_ev="7.24 / 9.63"
C -0.30808 -1.15121 0.42908
C 2.11427 -0.49384 0.47422
C 0.93170 -0.86822 -0.39963
C -2.46667 0.06230 0.64824
N -1.27843 -0.36826 0.05439
N -3.47552 0.40701 -0.07230
N 0.84591 0.22378 -1.38132
F -2.77656 -0.26395 1.89483
H -0.10571 -1.64387 1.39833
H 3.00880 -0.56298 -0.06934
H 2.09096 0.49511 0.81119
H 2.13942 -1.19431 1.33381
H 1.15428 -1.76786 -0.87357
H -1.33972 1.69441 1.13281
H -3.50185 0.33245 -1.13711
H -4.31308 0.89270 0.31782
H 1.75000 0.68515 -1.41803
H -0.06061 0.68753 -1.01554
H 0.57597 -0.12841 -2.28336

Entry 3:
27
Properties=species:S:1:pos:R:3 method="wB97M-V/def2-TZVPD" s2=6.024 e_homo_ev="-19.151 / -20.653" spin_multiplicity=5 total_charge=+3 gap_ev="6.94 / 4.47"
O 4.58563 -3.51924 1.66618
C 3.63218 -2.93210 1.39950
Pd 2.15233 -1.89842 0.60463
C 0.36567 -1.96076 1.48808
O -0.71134 -1.85826 1.87841
C 1.88092 0.02214 -0.27564
O 2.17740 1.08720 0.20675
C 2.17164 -3.46821 -0.66161
O 2.49240 -4.47902 -1.11164
C 3.40586 -0.56620 1.76210
O 3.30291 -0.41904 2.94373
H 4.07791 0.00442 1.06062
S 0.78992 -0.21519 -1.68312
C -0.66029 0.71878 -1.18773
N -0.62852 1.65903 -0.24961
C -1.82066 2.41892 0.11468
C -3.04032 1.53039 -0.03392
C -3.12139 0.94704 -1.42914
N -1.79667 0.45397 -1.83977
H 0.28223 1.94275 0.10144
H -1.90290 3.29465 -0.54454
H -1.69498 2.78028 1.14206
H -3.93556 2.13070 0.15388
H -3.00963 0.73150 0.71285
H -3.45490 1.71134 -2.14075
H -3.82278 0.11216 -1.48994
H -1.71705 -0.22883 -2.58751

Entry 4:
123
Properties=species:S:1:pos:R:3 method="wB97M-V/def2-TZVPD" e_homo_ev=-4.495 total_charge=-1 gap_ev=5.68
C 1.66306 4.27779 -0.00369
C 1.38958 3.28130 -1.24858
C 0.76492 4.14203 -2.49199
C -0.83982 3.83666 -2.43887
C -1.54403 4.78442 -3.52218
B -3.05273 4.33592 -3.98933
C -3.34379 2.71525 -3.93612
C -2.79425 1.86657 -5.18388
C -1.29334 2.18192 -5.63350
C -2.81309 0.30686 -4.70117
P -3.44407 5.09410 -5.76047
P -2.19088 6.81678 -6.17434
O -2.18095 7.74804 -4.95436
O -0.63662 6.31624 -6.69409
O -2.88647 7.61298 -7.54537
C -4.19590 5.00791 -2.97628
C -3.84401 5.45470 -1.51283
C -5.01296 6.01946 -0.63631
C -6.40271 6.07629 -1.29783
N -6.75701 5.70505 -2.62418
C -5.67639 5.18726 -3.39519
H 0.90087 4.05196 0.82656
H 2.74752 4.11993 0.35105
H 1.50089 5.36143 -0.32905
H 0.59197 2.53619 -0.88895
H 2.31185 2.67890 -1.55028
H 1.14897 3.64586 -3.45678
H 0.99744 5.25290 -2.41823
H -0.92769 2.71777 -2.63525
H -1.14736 4.01729 -1.35509
H -0.85027 4.79150 -4.44951
H -1.52009 5.87344 -3.13707
H -4.49853 2.60555 -3.96371
H -3.04292 2.24076 -2.92360
H -3.56252 1.93764 -6.03577
H -0.97025 1.41270 -6.41093
H -0.59262 2.14084 -4.73501
H -1.20668 3.22632 -6.12112
H -2.78963 -0.39969 -5.59565
H -3.74267 0.11295 -4.04443
H -1.85569 0.15960 -4.07469
H -3.10534 4.14502 -6.79857
H 0.04923 6.63819 -6.06688
H -3.12245 8.51431 -7.20651
H -2.80359 5.38119 -1.06722
H -4.80888 6.32079 0.43838
H -7.25973 6.46599 -0.63432
H -5.94106 4.84261 -4.46125
O -1.87179 -0.50779 -1.80073
S -1.59987 -1.41238 -0.71584
O -2.12246 -2.75392 -0.69374
O -1.97013 -0.68546 0.68063
C -3.28062 -0.13843 0.83754
C -4.30497 -1.21769 1.13053
C 0.15178 -1.48547 -0.46840
H -3.56364 0.44808 -0.04144
H -3.23579 0.55116 1.68400
H -4.44461 -1.87164 0.26645
H -5.27103 -0.77504 1.37863
H -3.97763 -1.84606 1.96135
H 0.54530 -0.47001 -0.43397
H 0.58754 -2.02814 -1.30737
H 0.35612 -2.01378 0.46266
O 3.78027 -3.97156 -0.32193
S 3.44321 -4.35058 1.02666
O 2.50888 -3.59428 1.81780
O 4.80640 -4.54504 1.87526
C 5.74752 -3.47234 1.90579
C 5.31275 -2.37467 2.85864
C 2.93770 -6.04659 1.02959
H 5.91872 -3.07810 0.89985
H 6.69454 -3.89299 2.25251
H 4.41763 -1.86790 2.49156
H 6.10140 -1.62755 2.97177
H 5.07012 -2.78849 3.84053
H 3.66819 -6.63377 0.47444
H 1.96233 -6.10662 0.54624
H 2.86398 -6.39101 2.06081
O 4.29173 1.49228 -2.12682
S 5.54963 0.80856 -2.27055
O 6.43692 0.60709 -1.15498
O 6.38023 1.48577 -3.48217
C 6.60637 2.89457 -3.44783
C 7.71983 3.25815 -2.48336
C 5.26113 -0.75550 -3.04838
H 5.68324 3.42943 -3.20647
H 6.89647 3.19246 -4.45815
H 7.42479 3.06015 -1.45054
H 7.97051 4.31807 -2.56587
H 8.61466 2.66359 -2.68347
H 4.63080 -0.60349 -3.92369
H 4.75528 -1.39940 -2.32831
H 6.21932 -1.19142 -3.32911
O 3.62304 -7.59666 4.00045
S 3.74960 -8.76651 4.83075
O 2.63698 -9.64221 5.08293
O 4.40793 -8.33855 6.24397
C 3.79236 -7.28961 6.99217
C 2.55236 -7.77542 7.71900
C 5.10708 -9.73819 4.24140
H 3.56427 -6.43599 6.34732
H 4.52796 -6.95159 7.72586
H 1.75944 -8.03326 7.01352
H 2.17025 -7.00192 8.38874
H 2.77196 -8.67392 8.30077
H 5.96943 -9.08871 4.09593
H 4.81060 -10.18703 3.29336
H 5.32496 -10.51769 4.97057
O -5.18648 -0.75497 3.96995
S -4.92129 -1.65829 5.05836
O -5.45041 -2.99602 5.08128
O -5.29359 -0.92595 6.45242
C -6.60058 -0.37320 6.60246
C -7.63139 -1.44784 6.89352
C -3.17143 -1.74162 5.31401
H -6.87726 0.21226 5.72090
H -6.55593 0.31817 7.44733
H -7.77011 -2.10276 6.03053
H -8.59749 -0.99973 7.13637
H -7.31019 -2.07631 7.72777
H -2.77091 -0.72918 5.34819
H -2.73672 -2.28956 4.47766
H -2.97645 -2.26952 6.24685

Entry 5:
57
Properties=species:S:1:pos:R:3 method="wB97M-V/def2-TZVPD" e_above_lowest_ev=0.000 e_homo_ev=-12.836 total_charge=+2 gap_ev=6.64
Zn -0.51725 -1.69697 -0.83448
C -1.95149 -5.17856 -2.95392
C -1.78792 -6.14006 -1.97010
C -1.09340 -5.82087 -0.81358
C -0.57606 -4.54423 -0.67142
N -0.76176 -3.60805 -1.61754
C -1.43451 -3.91689 -2.73230
C 0.26024 -4.11496 0.48202
C 0.79761 -4.98648 1.40461
C 1.65906 -4.47826 2.37414
C 2.02373 -3.14749 2.33319
C 1.47853 -2.33501 1.34006
N 0.55205 -2.80346 0.51199
C 1.94614 -0.95872 1.05883
C 3.07311 -0.44411 1.54577
C 3.60696 0.82083 1.04732
C 3.04177 1.41967 0.00243
C 1.74671 0.96167 -0.57733
N 1.13426 -0.25191 0.07849
H -2.47920 -5.39173 -3.87209
H -2.19786 -7.13263 -2.09884
H -0.96369 -6.55954 -0.03716
H -1.55816 -3.12562 -3.46082
H 0.57646 -6.04203 1.37292
H 2.07257 -5.13356 3.12849
H 2.72939 -2.74543 3.04511
H 3.66891 -1.01277 2.24550
H 4.54568 1.17797 1.44753
H 3.53338 2.24963 -0.49070
H 1.85667 0.75605 -1.64998
C -0.34163 4.96829 0.53660
N -0.72640 3.68390 1.44002
C -2.23366 3.25987 1.65575
N -2.91779 2.23806 0.91008
C -1.19137 5.02748 -1.79588
N -0.13837 4.73663 -0.81960
C 0.94897 3.84190 -1.23253
P 0.41324 2.25512 -0.54810
C 0.32458 2.65244 1.24235
C -1.06370 1.81587 -1.28674
H 0.57393 5.28145 1.05067
H -1.14600 5.67655 0.71331
H -0.53797 4.06713 2.36816
H -2.75266 4.20379 1.47386
H -2.25112 3.04538 2.73054
H -1.76873 5.88350 -1.44967
H -0.72360 5.30051 -2.74022
H 1.91799 4.17639 -0.85036
H 0.98015 3.79996 -2.31995
H 1.27414 3.05318 1.60332
H 0.09664 1.77647 1.85038
H 0.31829 0.05188 0.62045
H -1.85335 4.17494 -1.95387
Cl -3.46248 -0.09158 -2.57903
Si -2.68407 -0.70531 -0.82967
Cl -4.12880 -1.23752 0.46679
Cl -1.90815 1.24721 0.10518

Entry 6:
58
Properties=species:S:1:pos:R:3 method="wB97M-V/def2-TZVPD" smiles=COCCNCCOC.COCCNCCOC.ClC(Cl)Cl.ClC(Cl)Cl e_above_lowest_ev=0.981 e_homo_ev=-8.445 total_charge=0 gap_ev=8.79
C -6.14554 -1.16995 -6.57591
Cl -4.86812 -0.18838 -7.39898
Cl -5.50669 -2.45131 -5.53792
Cl -7.31015 -1.79320 -7.80981
H -6.65057 -0.46286 -5.91784
C -11.64749 -5.95038 -7.12673
Cl -10.16727 -6.88371 -7.18713
Cl -11.84387 -4.97489 -5.73459
Cl -13.07749 -6.96933 -7.30183
H -11.63617 -5.29691 -7.99905
C -7.14059 -6.01460 -1.89930
O -8.21738 -5.15899 -1.47101
C -8.05913 -4.56445 -0.14757
C -9.20015 -3.61933 0.05580
N -8.94315 -2.27483 -0.51361
C -10.12961 -1.39952 -0.17782
C -10.36420 -0.16102 -1.05010
O -10.54934 -0.56395 -2.34339
C -10.26527 0.41471 -3.32210
H -6.18356 -5.51852 -2.06084
H -7.39593 -6.42129 -2.87782
H -7.13259 -6.86422 -1.21652
H -7.07251 -4.16420 0.08588
H -8.20619 -5.39176 0.54671
H -9.20027 -3.45810 1.13381
H -10.08313 -4.14267 -0.31102
H -9.07641 -2.41457 -1.50498
H -9.96155 -1.00792 0.82542
H -11.05066 -1.96947 -0.05563
H -9.48580 0.47739 -0.95550
H -11.27147 0.37275 -0.76715
H -9.23555 0.75551 -3.21425
H -10.83399 1.34053 -3.23546
H -10.47442 0.03681 -4.32287
C -6.68685 4.30816 -14.54525
O -5.62286 3.54202 -14.05782
C -5.17200 2.41174 -14.88792
C -4.16051 1.51666 -14.11763
N -2.86269 2.20214 -13.96391
C -1.86692 1.55697 -13.17181
C -0.47746 2.18710 -13.36938
O -0.31758 3.51801 -12.99336
C -0.33935 3.79634 -11.57327
H -7.30490 4.75737 -13.76786
H -7.24584 3.62847 -15.18840
H -6.21979 5.14344 -15.06704
H -4.76446 2.64568 -15.87142
H -5.99682 1.72785 -15.08806
H -3.99438 0.62604 -14.72368
H -4.63784 1.20603 -13.18823
H -2.94563 3.15570 -13.64148
H -1.91570 0.50699 -13.46034
H -2.08980 1.73524 -12.11984
H -0.21628 2.11319 -14.42504
H 0.30268 1.51215 -13.01737
H 0.44987 3.16417 -11.16633
H -1.23083 3.49470 -11.02338
H -0.20317 4.87697 -11.53133